(1)
DFT (the ωB97M-V functional and the def2-TZVPD basis) results for the ion C7H14N3 with charge +1 in a non-equilibrium geometry.

The geometry in XYZ format:
```
24
Properties=species:S:1:pos:R:3:forces:R:3
C -0.06397 1.93754 0.81581 -1.29 -0.50 0.25
C -0.62953 0.80764 0.43794 1.78 0.04 0.26
N -0.34282 -0.56040 0.22635 0.23 1.25 1.68
C 0.50662 -1.53036 0.23879 0.53 1.96 -1.50
N 1.82967 -1.27873 0.10952 -1.15 0.04 1.17
N 2.15865 0.12071 0.14008 0.03 -1.74 1.12
C 3.19777 0.40740 -0.78130 1.00 -0.67 -2.99
C -1.71930 -0.04549 0.04315 -0.45 -1.22 -1.63
C -2.72855 -0.47271 1.04567 -1.45 -0.48 1.04
C -2.06908 0.00028 -1.47028 1.12 -2.36 0.12
H 0.78177 2.06805 1.43894 1.21 -0.33 -0.30
H -0.65184 2.81345 0.74253 -0.80 0.74 0.05
H 0.02231 -2.44012 0.03759 0.34 -1.83 0.15
H 2.50816 -2.01384 0.33245 -0.18 0.42 -0.18
H 2.58433 0.36431 1.05638 -0.77 -0.57 -0.41
H 2.95577 0.35452 -1.92837 -0.10 0.10 2.34
H 3.38907 1.40516 -0.50105 0.90 1.41 -0.35
H 4.11168 -0.20787 -0.64693 -0.33 0.29 0.05
H -2.47409 -0.67074 2.06990 1.46 0.10 0.39
H -3.34077 -1.32572 0.85130 0.22 -1.20 -1.19
H -3.55849 0.16537 1.24462 -0.33 1.68 -0.56
H -1.77997 0.95230 -1.76842 0.55 1.62 -1.03
H -3.11288 -0.05085 -1.54067 -1.54 -0.28 -0.42
H -1.57455 -0.79985 -2.19402 -0.98 1.53 1.94
```
Positions in Å, forces in eV/Å.

Calculated values
Charge = +1
E = -11945.4652 eV
F_max = 3.23 eV Å⁻¹
LUMO = -3.8074 eV
2S+1 = 1
HOMO = -13.28 eV
Relative energy (zero: lowest compared OMol25 entry of this formula, charge and spin) = 125.8 kcal per mole

Charges computed using Mulliken, reported in e:
1 C -0.88
2 C -0.05
3 N -0.09
4 C -0.04
5 N -0.16
6 N -0.19
7 C -0.89
8 C 1.29
9 C -1.73
10 C -1.20
11 H 0.30
12 H 0.29
13 H 0.48
14 H 0.29
15 H 0.27
16 H 0.27
17 H 0.34
18 H 0.33
19 H 0.42
20 H 0.46
21 H 0.43
22 H 0.37
23 H 0.42
24 H 0.28



(2)
DFT (the ωB97M-V functional and the def2-TZVPD basis) results for a cluster of 2 separate species, C8H14NS in total in a non-equilibrium geometry.

The geometry in XYZ format:
```
24
Properties=species:S:1:pos:R:3:forces:R:3
C 3.08271 -1.44990 0.91255 -0.45 1.36 2.60
C 1.98498 -1.38650 0.03027 -0.31 0.97 -0.15
C 3.10437 -0.44443 1.85457 0.63 1.86 -0.43
C 1.29794 -0.20696 0.34623 -2.94 -1.34 -3.77
C -0.99164 -0.88592 -1.82439 0.95 -2.05 2.41
C -0.73508 1.63818 -1.48170 2.44 -0.37 2.98
C -1.80377 1.06223 1.38336 -3.01 3.19 1.06
C -0.80948 0.27921 -0.84419 1.76 -1.44 0.60
N -1.85059 0.09900 0.33028 4.65 -3.41 -1.33
S 1.97525 0.85784 1.43680 0.31 -1.27 0.89
H 3.72492 -2.24071 1.15833 0.79 -1.34 -0.59
H 1.92582 -2.16910 -0.75961 -0.81 1.02 0.64
H 3.80729 -0.16376 2.66270 -0.39 -0.71 -0.73
H -0.26384 -0.76778 -2.61583 0.04 -0.21 -0.17
H -0.86934 -1.93826 -1.30094 0.54 1.99 -0.79
H -1.96975 -1.09544 -2.22067 -0.82 0.97 -0.48
H 0.31480 1.80041 -1.83638 -1.10 -0.17 -0.01
H -1.44102 1.66607 -2.23027 -1.56 0.60 -1.84
H -0.89634 2.35667 -0.66636 -0.12 0.29 -0.64
H -2.56346 1.93955 1.25607 1.33 -1.63 -0.28
H -2.14489 0.59345 2.28781 0.17 -0.24 0.51
H -0.84154 1.52932 1.51550 0.44 -0.40 -0.19
H -1.36400 -0.80169 0.71533 -1.22 1.74 -0.53
H -2.67333 -0.27148 -0.10947 -1.33 0.58 0.23
```
Positions in Å, forces in eV/Å.

Calculated values
Charge = +1
E = -20836.8547 eV
F_max = 5.91 eV Å⁻¹
LUMO (spin up / spin down) = -4.1864 / -4.1848 eV
2S+1 = 1
HOMO (spin up / spin down) = -12.14 / -12.15 eV
Relative energy (zero: lowest compared OMol25 entry of this formula, charge and spin) = 114.5 kcal per mole

Charges computed using Mulliken, reported in e:
1 C -0.56
2 C -0.39
3 C -0.34
4 C 0.36
5 C -1.46
6 C -1.40
7 C -0.85
8 C 0.43
9 N -0.09
10 S -0.08
11 H 0.39
12 H 0.35
13 H 0.40
14 H 0.38
15 H 0.35
16 H 0.47
17 H 0.34
18 H 0.45
19 H 0.39
20 H 0.33
21 H 0.36
22 H 0.30
23 H 0.49
24 H 0.40



(3)
DFT (the ωB97M-V functional and the def2-TZVPD basis) results for a structure of composition C27H29Cl5F5MnN2O2Si in a non-equilibrium geometry.

The geometry in XYZ format:
```
72
Properties=species:S:1:pos:R:3:forces:R:3
Mn -0.58747 0.36182 0.23354 -2.34 -3.75 -1.36
Cl -4.11227 6.46492 0.69994 0.21 -0.35 -0.12
C -3.28197 5.02732 0.15754 -0.12 0.26 -0.11
C -2.76167 4.12642 1.09274 0.31 -0.49 -0.31
Cl -2.92967 4.41722 2.80174 0.05 -0.13 -0.45
C -2.09947 2.97992 0.63304 -0.97 0.49 0.71
Cl -1.42147 1.80592 1.71274 -9.32 1.80 -2.17
C -1.91777 2.66532 -0.72716 -0.11 0.37 -0.26
O -1.29817 1.59232 -1.03216 -0.14 3.10 -2.25
C -2.46097 3.60572 -1.64546 -0.39 0.63 -0.36
Cl -2.28937 3.30872 -3.36806 0.05 -0.04 0.76
C -3.13397 4.77112 -1.21536 0.35 -0.62 0.08
Cl -3.78457 5.89762 -2.38236 0.25 -0.43 0.42
N -0.64787 -3.08328 3.42124 -0.39 1.20 -1.04
C -1.05117 -1.72968 3.93714 -0.37 0.16 -0.63
C -0.76137 -0.65998 2.86774 -0.86 -1.77 2.05
N -1.34947 -0.95768 1.55304 -0.75 -1.24 1.29
C -0.99937 -2.30668 1.08354 2.42 -1.08 1.60
C -1.29537 -3.41938 2.10644 0.15 0.77 -0.06
H -0.87217 -3.80518 4.11744 -0.23 -0.97 0.95
H 0.37363 -3.09938 3.29984 0.35 -0.12 0.06
H -0.47547 -1.55188 4.84994 -0.05 0.01 -0.07
H -2.11777 -1.78378 4.17874 0.15 -0.14 0.08
H 0.32363 -0.54948 2.74934 -1.61 -1.06 1.03
H -1.13707 0.30922 3.21324 0.04 -0.62 0.29
H -2.39077 -0.85018 1.59274 1.25 -0.21 0.02
H 0.06733 -2.32298 0.82784 -0.55 0.11 0.64
H -1.54487 -2.51228 0.15614 2.82 -0.35 1.90
H -0.88437 -4.38058 1.78504 -0.06 0.06 0.02
H -2.36907 -3.52228 2.29514 0.12 -0.09 0.05
F 1.80543 -1.67398 0.67344 0.74 0.16 0.30
C 1.92483 -0.67368 1.58014 0.64 1.95 0.59
C 0.98603 0.36182 1.59774 2.37 1.51 -0.75
C 1.10173 1.39732 2.52944 2.83 -1.25 -0.50
F 0.18723 2.39762 2.53984 7.72 2.50 4.19
C 2.15893 1.39862 3.44714 -0.46 0.40 0.02
F 2.27143 2.40322 4.35134 0.16 -0.53 -0.33
C 3.10013 0.36192 3.43064 -0.10 -0.01 0.09
F 4.12493 0.36192 4.31914 -0.58 0.00 -0.49
C 2.98303 -0.67488 2.49664 -0.09 -0.63 -0.49
F 3.89413 -1.67948 2.47984 -0.36 0.65 0.19
C 0.34353 -0.42128 -3.20756 4.31 -0.25 -0.21
C 1.25983 0.13032 -2.14676 3.70 -0.46 -4.73
O 0.84853 0.36182 -1.01136 -0.06 0.74 2.85
C 2.68853 0.39592 -2.49196 -2.74 -0.44 0.81
C 3.20723 0.14982 -3.76936 1.09 0.06 -0.76
C 4.55223 0.41522 -4.04306 -0.66 -0.12 0.22
C 5.38343 0.92562 -3.04676 0.46 0.07 -0.14
C 4.87413 1.17292 -1.77356 -0.77 -0.17 0.12
C 3.53143 0.90922 -1.49636 1.25 0.45 0.39
H -0.65727 -0.55348 -2.78426 5.19 -1.02 -0.61
H 0.69923 -1.39808 -3.54536 0.24 0.63 -1.14
H 0.26713 0.27832 -4.04376 0.03 0.09 -0.32
H 2.58943 -0.24718 -4.56906 -0.06 0.04 0.18
H 4.95313 0.22332 -5.03566 -0.08 0.01 0.11
H 6.42913 1.13112 -3.26246 -0.12 -0.03 0.01
H 5.52013 1.57092 -0.99496 -0.07 -0.04 -0.08
H 3.14473 1.10642 -0.49786 -0.07 -0.08 -0.24
C -2.02727 -0.29528 -2.88856 -5.32 1.63 -0.86
Si -1.52917 -1.26868 -1.39696 0.05 1.52 1.35
C -2.97617 -2.06698 -0.56676 -3.00 -0.65 -0.77
C -0.18057 -2.47838 -1.76886 0.50 -1.56 0.52
H -2.45417 -0.94428 -3.65946 0.02 -0.15 -0.15
H -1.16857 0.22272 -3.32646 -3.96 1.68 -0.55
H -2.77767 0.45952 -2.63456 -0.44 -0.31 0.15
H -3.45037 -2.80418 -1.22206 -0.21 -0.08 -0.01
H -3.73377 -1.32538 -0.29526 -0.03 0.01 -0.30
H -2.67077 -2.58198 0.34914 -2.97 0.07 -0.95
H -0.51547 -3.23608 -2.48386 0.02 -0.09 -0.12
H 0.14583 -2.99648 -0.86186 -0.05 -0.18 -0.51
H 0.69203 -1.97668 -2.19826 -0.35 -1.04 1.16
H -2.31617 0.36182 0.23354 0.99 -0.56 -0.94
```
Positions in Å, forces in eV/Å.

Calculated values
Charge = -1
E = -150924.9792 eV
F_max = 9.73 eV Å⁻¹
LUMO (spin up / spin down) = 1.9463 / 2.0322 eV
2S+1 = 6
HOMO (spin up / spin down) = -1.64 / -4.93 eV
Relative energy (zero: lowest compared OMol25 entry of this formula, charge and spin) = 0.0 kcal per mole

Charges computed using Mulliken, reported in e:
1 Mn -1.20
2 Cl -0.22
3 C 0.35
4 C -0.03
5 Cl -0.21
6 C 0.33
7 Cl -0.11
8 C -0.30
9 O 0.47
10 C -0.16
11 Cl -0.19
12 C -0.10
13 Cl -0.21
14 N 0.72
15 C -3.54
16 C 1.20
17 N 0.71
18 C 0.33
19 C -3.16
20 H 1.46
21 H 0.32
22 H 0.76
23 H 0.18
24 H -0.47
25 H 0.79
26 H 0.80
27 H -0.25
28 H 1.13
29 H 0.06
30 H 0.26
31 F -0.50
32 C 1.26
33 C -0.43
34 C 0.75
35 F -0.23
36 C 0.23
37 F -0.35
38 C 0.23
39 F -0.34
40 C 0.10
41 F -0.35
42 C -1.83
43 C 0.21
44 O -0.54
45 C 1.02
46 C -0.67
47 C -0.80
48 C -0.42
49 C -0.89
50 C -0.14
51 H 0.12
52 H 0.57
53 H 0.62
54 H 0.28
55 H 0.36
56 H 0.35
57 H 0.38
58 H 0.37
59 C -1.47
60 Si 0.25
61 C -1.48
62 C -1.12
63 H 0.48
64 H 0.16
65 H 0.36
66 H 0.62
67 H 0.21
68 H 0.54
69 H 0.46
70 H 0.53
71 H 0.35
72 H 0.02



(4)
DFT (the ωB97M-V functional and the def2-TZVPD basis) results for a cluster of 5 separate species, C19H27N5O in total in a non-equilibrium geometry.

The geometry in XYZ format:
```
52
Properties=species:S:1:pos:R:3:forces:R:3
C 1.44534 0.54027 -3.69283 -0.84 -0.24 -0.07
C 2.22749 1.68500 -3.93783 0.96 -0.18 -0.36
C 2.06848 2.02955 -5.26075 -0.36 0.42 1.09
N 1.10237 1.21224 -5.75902 -0.32 -0.15 -0.93
C 0.70529 0.29024 -4.83772 0.64 0.36 0.80
H 1.38185 -0.02028 -2.77428 -0.10 0.05 0.00
H 2.93968 2.15571 -3.27797 -0.09 -0.05 0.09
H 2.48818 2.89470 -5.74318 -0.13 -0.19 -0.46
H 0.71928 1.24864 -6.68696 0.11 0.12 -0.01
H -0.09761 -0.39895 -5.02581 0.10 -0.13 -0.12
C -2.58069 1.40824 0.64249 0.15 0.21 -0.06
C -1.54291 1.61572 -0.32088 -0.50 0.31 0.25
C -0.46838 0.87187 0.07910 0.09 -0.64 -0.15
N -0.83116 0.15228 1.17959 -0.15 0.53 -0.02
C -2.10659 0.50695 1.55319 0.58 -0.85 -0.12
H -3.52669 1.92137 0.68474 -0.08 -0.14 -0.09
H -1.63729 2.23998 -1.19562 0.17 -0.01 -0.03
H 0.52537 0.75575 -0.32067 -0.08 0.04 -0.21
H -0.26373 -0.59427 1.56262 0.09 0.11 0.24
H -2.53986 -0.03326 2.37782 -0.29 0.31 0.06
C -2.59822 -4.39007 1.24796 0.34 -1.30 2.26
C -3.28055 -5.29201 2.16018 -0.84 0.11 -1.14
C -3.48055 -4.65415 3.33859 0.26 0.67 0.60
N -2.86816 -3.42090 3.25818 0.16 -1.37 -0.21
C -2.22371 -3.33413 2.05210 -0.32 1.09 -0.72
H -2.28078 -4.77132 0.29444 0.26 0.68 -0.25
H -3.71454 -6.23730 1.86862 0.14 -0.04 0.15
H -3.89989 -4.91494 4.29759 -0.30 -0.32 -0.28
H -2.89876 -2.79226 4.03599 0.48 0.37 -0.17
H -1.56000 -2.50248 1.88198 -0.16 0.03 -0.25
C 0.19488 6.16692 1.47699 -0.04 0.38 1.98
C 0.98094 6.36201 0.33545 -0.67 -1.34 -1.16
C 0.67438 5.26835 -0.47600 0.67 0.03 -0.03
N -0.19105 4.44914 0.17709 -0.15 0.02 0.67
C -0.47793 4.97166 1.42033 0.11 0.27 -1.27
H 0.18684 6.79049 2.36287 -0.05 0.10 -0.19
H 1.65487 7.16222 0.09512 0.00 0.10 0.04
H 1.08024 4.91930 -1.41403 0.00 0.31 -0.06
H -0.50665 3.53517 -0.12382 0.13 0.27 0.00
H -1.20532 4.50620 2.06072 0.10 -0.01 0.13
C 2.94338 -1.09718 0.05605 -0.05 -0.72 0.07
N 2.51356 -2.44268 0.44421 0.31 0.36 -0.09
C 1.63270 -2.80806 1.39683 -0.79 -0.45 -0.23
C 1.52158 -4.30748 1.57952 0.76 -0.05 0.38
O 0.91349 -2.04817 2.03385 0.28 0.41 -0.16
H 4.02170 -1.17405 -0.07449 0.06 0.45 0.21
H 2.66399 -0.38116 0.82287 0.09 0.06 0.00
H 2.53786 -0.81638 -0.91553 -0.24 0.07 0.09
H 3.09383 -3.17793 0.08934 -0.06 -0.17 -0.11
H 2.22471 -4.82960 0.93282 -0.14 -0.16 -0.11
H 0.51419 -4.68739 1.43329 -0.10 0.25 -0.05
H 1.82457 -4.53359 2.60486 -0.18 0.00 0.01
```
Positions in Å, forces in eV/Å.

Calculated values
E = -29637.8920 eV
F_max = 2.63 eV Å⁻¹
LUMO = 0.5330 eV
2S+1 = 1
HOMO = -7.71 eV
Relative energy (zero: lowest compared OMol25 entry of this formula, charge and spin) = 75.5 kcal per mole

Charges computed using Mulliken, reported in e:
1 C 0.06
2 C -0.43
3 C -0.53
4 N 0.02
5 C -0.86
6 H 0.34
7 H 0.40
8 H 0.38
9 H 0.18
10 H 0.38
11 C -0.74
12 C -0.40
13 C -0.43
14 N 0.20
15 C -0.49
16 H 0.41
17 H 0.64
18 H 0.24
19 H 0.30
20 H 0.46
21 C -0.87
22 C -0.25
23 C -0.53
24 N 0.01
25 C -0.02
26 H 0.39
27 H 0.40
28 H 0.38
29 H 0.22
30 H 0.30
31 C -0.52
32 C -0.59
33 C -0.47
34 N 0.09
35 C -0.36
36 H 0.37
37 H 0.40
38 H 0.38
39 H 0.25
40 H 0.38
41 C -0.65
42 N -0.17
43 C 0.70
44 C -0.86
45 O -0.79
46 H 0.36
47 H 0.35
48 H 0.03
49 H 0.21
50 H 0.32
51 H 0.18
52 H 0.26